14
Properties=species:S:1:pos:R:3 method="wB97M-V/def2-TZVPD" gap_ev=9.382 e_homo_ev=-8.51
O -0.50434 1.53988 1.08323
C -0.82089 0.22896 1.19939
C -2.08586 -0.04374 0.90719
N 0.33933 -0.11294 -1.23695
C 0.80419 -0.55353 -2.32437
C 1.94919 0.76480 0.39136
O 3.06352 0.91905 0.26674
H 0.44434 1.67042 1.12649
H -0.11330 -0.53341 1.58735
H -2.54285 -0.88987 1.38086
H -2.70502 0.77603 0.54289
H -0.63188 0.16623 -1.41843
H 0.15046 -0.50589 -3.17542
H 1.73330 -1.12377 -2.46328

***

14
Properties=species:S:1:pos:R:3 method="wB97M-V/def2-TZVPD" gap_ev=10.236 e_homo_ev=-9.51 smiles="C=[N+]([O-])O.C#CC"
C 0.13006 -0.53175 -1.64745
N 1.27694 -0.00033 -1.80722
O 2.35684 -0.37978 -2.27239
O 1.21744 1.35658 -1.22724
H -0.15724 -1.49815 -1.90713
H -0.59548 -0.01236 -1.13389
H 2.16093 1.67631 -1.17378
C -2.34872 0.75035 1.24625
C -1.32569 0.18882 1.47243
C -0.15084 -0.53695 1.83003
H -3.15973 1.39449 0.97015
H -0.23488 -1.02227 2.75068
H 0.67580 0.01304 1.68798
H 0.15458 -1.39800 1.21158

***

14
Properties=species:S:1:pos:R:3 method="wB97M-V/def2-TZVPD" gap_ev="7.847 / 7.920" e_homo_ev="-7.28 / -7.45"
C 1.66789 0.51079 0.82698
C -0.95431 -1.10390 -0.82652
C -1.60024 -1.25707 0.53953
C 1.89399 1.50075 -0.18442
N -0.79802 -0.09399 0.21083
O 0.79726 -0.25622 1.17355
O -1.09333 1.11394 0.08899
H -0.17456 -1.80133 -1.02426
H -1.62546 -1.01465 -1.74461
H -2.63937 -1.06749 0.90342
H -1.01664 -1.83072 1.31800
H 2.86097 1.89503 -0.18495
H 1.43765 1.08507 -1.07949
H 1.24418 2.31979 -0.01706

***

14
Properties=species:S:1:pos:R:3 method="wB97M-V/def2-TZVPD" gap_ev=10.052 e_homo_ev=-9.29
C 1.68849 -0.46401 0.00332
C 0.38274 0.37240 0.07877
N 0.11054 1.07156 -1.13230
O 0.31336 1.02703 1.31248
C -0.76121 0.12593 1.13700
C -2.23961 -0.35369 -0.77844
O -2.89309 -1.22155 -0.45111
H 1.63254 -1.30946 0.68894
H 1.92676 -0.84572 -1.00107
H 2.55495 0.14414 0.32243
H 0.63163 0.69315 -1.91964
H -0.74554 -0.83636 1.66557
H -1.72602 0.63540 1.40522
H -0.87555 0.96116 -1.33117

***

14
Properties=species:S:1:pos:R:3 method="wB97M-V/def2-TZVPD" gap_ev=9.483 e_homo_ev=-9.00
O 0.82963 1.02845 2.27077
C -0.20631 0.95330 1.46552
C 0.35332 0.99341 0.04940
N -0.15228 -0.15885 -0.65915
C 0.07220 -1.44577 -0.03252
C -0.85247 -0.06991 -1.82051
O -1.30221 -1.01396 -2.43811
H 0.49543 0.97752 3.18015
H -0.43380 -1.47642 0.94048
H -0.03047 1.91059 -0.41895
H 1.45534 1.01943 0.02386
H -0.33576 -2.21892 -0.68357
H 1.14592 -1.61039 0.12082
H -0.97113 0.97777 -2.15742

***

14
Properties=species:S:1:pos:R:3 method="wB97M-V/def2-TZVPD" gap_ev=9.369 e_homo_ev=-8.99
C -0.13228 -0.28310 1.70874
C -0.87191 2.23151 -0.96919
C 0.85717 -0.55854 0.58023
N 0.24654 -0.88004 -0.71332
C -0.53196 -0.07567 -1.46178
O -0.81203 -0.18621 -2.62406
O -1.06774 0.96939 -0.66068
H -0.94881 -1.01068 1.69239
H -0.56155 0.71743 1.63737
H 0.38477 -0.36947 2.66895
H -0.24493 2.21277 -1.89696
H 1.45779 -1.43737 0.82954
H 1.55225 0.28490 0.46682
H 0.67270 -1.61492 -1.25804

***

14
Properties=species:S:1:pos:R:3 method="wB97M-V/def2-TZVPD" gap_ev=10.681 e_homo_ev=-9.86 smiles="O[C@@H]1CN=COC1"
O -1.06444 -0.59124 1.41924
C -0.98308 -0.03454 0.12220
C -0.24390 -0.95502 -0.84379
N 1.18344 -1.02905 -0.53906
C 1.70675 -0.03900 0.05262
O 1.13948 1.11608 0.46101
C -0.24919 1.29889 0.15230
H -0.22361 -1.03125 1.60571
H -2.01531 0.12970 -0.20445
H -0.37093 -0.60790 -1.87685
H -0.66448 -1.96455 -0.79277
H 2.76195 -0.04909 0.32427
H -0.32681 1.81031 -0.81532
H -0.64987 1.94664 0.93489

***

14
Properties=species:S:1:pos:R:3 method="wB97M-V/def2-TZVPD" gap_ev=10.246 e_homo_ev=-9.78
O -1.08988 -0.43708 1.37969
C -1.06354 -0.01656 0.02914
C -0.34938 1.30026 0.23146
O 1.11166 0.59855 0.98894
C 1.75085 -0.18368 0.03619
N 1.19164 -0.85433 -0.87987
C -0.26317 -0.93899 -0.90276
H -0.14204 -0.31618 1.60780
H -2.11286 0.01177 -0.32331
H 0.25124 1.82072 -0.48840
H -1.01876 1.97042 0.83661
H 2.86106 -0.20493 0.05651
H -0.58647 -0.78598 -1.93921
H -0.54036 -1.96397 -0.63280

***

14
Properties=species:S:1:pos:R:3 method="wB97M-V/def2-TZVPD" gap_ev=11.015 e_homo_ev=-10.81 smiles="C[C@H]1C=NC(=O)O1.[H][H]"
C 0.37711 -0.81152 1.56967
C 0.57560 0.01242 0.30560
C -0.41758 -0.50252 -0.69213
N -1.37600 0.30235 -0.92242
C -1.05594 1.49961 -0.20263
O -1.70039 2.50185 -0.16584
O 0.13033 1.34757 0.47263
H -0.69668 -0.91586 1.75633
H 0.84073 -0.32486 2.42740
H 0.80674 -1.80964 1.43590
H 1.62423 0.02528 -0.01820
H -0.36241 -1.50679 -1.10853
H 0.95139 -0.08677 -2.40510
H 0.30289 0.26887 -2.45269

***

14
Properties=species:S:1:pos:R:3 method="wB97M-V/def2-TZVPD" gap_ev=10.393 e_homo_ev=-9.63 smiles="O/N=C1/CC[C@H]1O"
O 2.04467 1.51522 -0.07035
N 1.88058 0.15009 -0.46482
C 0.64593 -0.11972 -0.45192
C -0.08298 -1.42142 -0.65955
C -1.22724 -0.81612 0.19927
C -0.60102 0.58537 0.05327
O -0.54264 1.32576 1.23877
H 2.44828 1.42248 0.80426
H 0.41026 -2.32027 -0.28144
H -0.35969 -1.58000 -1.70351
H -1.16046 -1.13980 1.24000
H -2.25062 -0.93135 -0.16075
H -1.06532 1.15353 -0.76312
H -0.13975 2.17623 1.01991

***

14
Properties=species:S:1:pos:R:3 method="wB97M-V/def2-TZVPD" gap_ev=8.409 e_homo_ev=-7.60 smiles="CC1=C(N)O1.C=O"
C 2.47591 -0.39306 -0.00016
C 1.02149 -0.14577 -0.23616
C 0.16690 0.73568 0.25076
N -0.58405 1.85354 0.15269
O -0.08551 -0.39065 0.88462
H 2.81261 -0.23636 1.13197
H 3.06148 0.41103 -0.58569
H 2.80311 -1.38977 -0.33719
H -0.41064 2.62334 -0.39677
H -1.54269 1.75915 0.32708
C -2.37861 -1.25150 -0.20721
O -2.83784 -0.10623 -0.05266
H -2.84395 -2.17929 0.08606
H -1.65821 -1.29011 -1.01735

***

14
Properties=species:S:1:pos:R:3 method="wB97M-V/def2-TZVPD" gap_ev=10.437 e_homo_ev=-9.70 smiles="C[C@@H](C=O)C(N)=O"
C -1.11909 -0.97374 0.79920
C -0.31607 -0.21692 -0.26425
C -0.88296 1.25019 -0.38303
O -1.87192 1.51295 0.28187
C 1.18731 -0.29538 0.09472
N 2.03031 0.26328 -0.80099
O 1.63397 -0.84577 1.07855
H -1.00534 -0.49277 1.77419
H -2.17879 -1.00751 0.53942
H -0.73280 -1.99479 0.88018
H -0.45855 -0.71335 -1.23866
H -0.88489 2.29075 -0.76948
H 1.58881 0.88291 -1.44744
H 3.01002 0.34015 -0.54427

***

14
Properties=species:S:1:pos:R:3 method="wB97M-V/def2-TZVPD" gap_ev=10.192 e_homo_ev=-9.60 smiles="O/N=C1/CC[C@H]1O"
O 2.15919 1.45580 -0.20901
N 1.90598 0.06337 -0.37982
C 0.66683 -0.18879 -0.32148
C -0.09226 -1.46543 -0.60877
C -1.29062 -0.85388 0.18121
C -0.52930 0.58398 0.20642
O -0.24250 1.48769 1.29427
H 2.09407 1.67136 0.73000
H 0.31725 -2.41614 -0.24514
H -0.27168 -1.61284 -1.68480
H -1.49648 -1.41047 1.09933
H -2.21670 -0.83752 -0.40947
H -1.05301 1.20162 -0.52109
H 0.04922 2.32126 0.86836

***

14
Properties=species:S:1:pos:R:3 method="wB97M-V/def2-TZVPD" gap_ev=8.988 e_homo_ev=-8.46 smiles="C=C(N)OCC=O"
C 0.64251 -1.39229 1.76448
C 0.18288 -0.61870 0.65761
N 0.53388 -1.25797 -0.45151
O -0.55990 0.48764 0.72464
C -1.13472 0.95106 -0.48867
C -0.13909 1.76905 -1.29296
O -0.33833 2.09845 -2.43247
H 0.06638 -1.40346 2.68834
H 1.71455 -1.27763 1.93256
H 0.89030 -2.10201 0.42674
H 0.74904 -0.76988 -1.32529
H -1.50059 0.11230 -1.09239
H -1.97958 1.58952 -0.21219
H 0.78488 2.05088 -0.74208

***

14
Properties=species:S:1:pos:R:3 method="wB97M-V/def2-TZVPD" gap_ev="8.173 / 8.172" e_homo_ev="-8.04 / -8.04"
C -1.65655 -0.10382 0.49328
C -0.27704 -0.36422 -0.06079
C 0.11649 -1.55361 -0.52218
O -0.71147 2.02488 -1.08905
C 0.69468 0.75102 -0.01252
O 0.35592 1.96597 -0.13400
N 1.99496 0.52677 0.20202
H -2.15304 -1.05246 0.71720
H -1.60785 0.49105 1.41134
H -2.23228 0.47434 -0.22844
H 1.09865 -1.71440 -0.95945
H -0.56752 -2.39788 -0.52951
H 2.61709 1.32232 0.20143
H 2.32794 -0.36995 0.51065

***

14
Properties=species:S:1:pos:R:3 method="wB97M-V/def2-TZVPD" gap_ev=10.645 e_homo_ev=-9.88 smiles="C[C@H]1CNC(=O)O1"
C 0.81771 0.25931 1.48051
C 0.45817 0.75254 0.07658
C 0.62260 -0.24080 -1.07312
N -0.65182 -0.90390 -0.93661
C -1.64470 -0.14184 -0.36990
O -2.80283 -0.44026 -0.22548
O -1.08566 0.99434 0.05624
H 0.32906 -0.71499 1.63888
H 0.38040 0.98739 2.15682
H 1.87028 0.12262 1.78090
H 0.41328 1.77136 -0.24543
H 1.44532 -0.97159 -1.02538
H 0.73269 0.32656 -2.00746
H -0.88452 -1.80075 -1.30654

***

14
Properties=species:S:1:pos:R:3 method="wB97M-V/def2-TZVPD" gap_ev=10.637 e_homo_ev=-9.82 smiles="NC(=O)C[C@H]1CO1"
N -2.20523 -0.91732 -0.47226
C -1.30062 -0.01713 0.00541
O -1.29526 0.40588 1.14632
C -0.18146 0.33145 -0.91550
C 0.98047 0.72402 0.10861
C 1.89680 0.02904 1.11069
O 2.26667 0.28199 -0.23018
H -2.75503 -1.34556 0.24339
H -2.10309 -1.39585 -1.35816
H -0.49513 1.13950 -1.63549
H -0.00652 -0.53695 -1.57941
H 0.90529 1.77681 0.35413
H 1.72480 -1.00861 1.36765
H 2.56831 0.53274 1.85481

***

Taking the records one at a time from the top gives ΔE to the lowest compared entry with this formula, charge and spin values of 364.2, 663.2, 789.7, 310.3, 322.7, 343.4, 135.7, 307.2, 204.4, 335.0, 543.9, 189.6, 397.2, 431.6, 493.7, 104.1, 226.5 kJ/mol.